Below is a single C2H6N2S molecule in a non-equilibrium geometry, with properties calculated with ωB97M-V with the def2-TZVPD basis set.

Summary:
ΔE to the lowest compared entry with this formula, charge and spin: 0.783 eV
E_tot: -15986.015 eV
multiplicity: 1
HOMO: -8.9 eV
lowest unoccupied orbital energy: 0.027 hartree
SMILES string: [H]/N=C(\C)NS

Each line ends with the natural charge from an NBO analysis.
CARTESIAN COORDINATES (ANGSTROEM)
H1 0.20 -3.21 0.33  0.091
H2 0.71 2.08 0.23  0.227
H3 -1.09 -0.79 1.05  0.397
N1 -0.60 -0.90 0.16  -0.764
C1 0.21 0.11 -0.26  0.426
N2 1.04 -0.14 -1.19  -0.693
C2 -0.14 1.42 0.37  -0.678
H4 -1.01 1.88 -0.14  0.238
H5 1.60 0.71 -1.40  0.336
H6 -0.42 1.32 1.38  0.215
S1 -0.50 -2.46 -0.51  0.205